No. 1
{"formula": "C5H5FS2", "method": "ωB97M-V/def2-TZVPD", "symbols": ["C", "C", "C", "C", "C", "H", "H", "H", "H", "H", "F", "S", "S"], "xyz": [[-1.771, 0.356, -0.117], [-0.448, -0.176, 0.109], [-0.316, -1.290, 0.817], [0.799, 0.498, -0.359], [1.993, -0.218, -0.809], [-0.845, 2.388, 0.584], [0.516, -1.918, 1.061], [-0.998, -2.000, 0.910], [2.170, -1.347, -1.300], [2.970, 0.176, -0.585], [1.104, 1.804, 0.144], [-1.962, 2.156, -0.036], [-3.213, -0.430, -0.418]], "atomic_forces_ev_per_a": [[-3.048, 1.593, -0.496], [1.326, 0.245, -0.018], [2.578, 0.164, -1.243], [5.635, -1.911, -0.147], [-3.419, -0.677, 0.543], [1.069, 0.413, 0.477], [1.765, 1.194, 0.069], [-4.669, -1.901, 0.793], [-1.546, 3.257, 1.477], [-0.026, 0.876, -0.306], [-0.728, -2.056, -0.845], [-0.757, -1.425, -0.512], [1.822, 0.230, 0.208]], "lowdin_charge": [-1.073, -0.370, 0.109, -0.213, 0.090, -0.164, 0.088, 0.024, 0.132, 0.033, -0.062, 0.777, 0.630], "de_lowest_kj_mol": 317.88, "e_lumo_ha": -0.0387, "homo_energy_ev": -8.82, "total_energy_ev": -29649.8133, "orbital_gap_ev": 7.771}

***

No. 2
{"formula": "C5H5GaO3", "method": "ωB97M-V/def2-TZVPD", "symbols": ["O", "C", "O", "Ga", "H", "O", "C", "C", "C", "C", "H", "H", "H", "H"], "xyz": [[1.762, -1.040, -0.762], [1.364, 0.200, -0.812], [1.631, 0.979, 0.340], [0.594, -2.232, 0.020], [1.693, 0.736, -1.724], [-2.300, -1.955, 1.248], [-1.234, -1.527, 0.477], [-1.170, -0.301, 0.006], [-0.340, 0.704, -0.586], [0.374, 1.680, 0.359], [-2.095, -2.819, 1.610], [-0.751, 1.150, -1.501], [0.483, 2.690, -0.064], [-0.008, 1.736, 1.388]], "atomic_forces_ev_per_a": [[-0.935, -0.721, 0.030], [0.567, 1.754, 0.790], [-0.064, -0.801, -0.420], [0.910, -0.668, 0.088], [-0.478, -0.329, 0.087], [1.878, -0.298, -1.111], [-3.210, 3.344, 0.817], [2.944, -1.727, -0.646], [-1.665, 0.327, 0.125], [0.132, 0.308, 0.182], [-0.183, -0.463, 0.213], [0.175, -0.330, 0.136], [-0.146, -0.355, 0.112], [0.075, -0.040, -0.403]], "lowdin_charge": [-0.095, -0.348, -0.027, 1.052, 0.190, 0.055, -0.304, 0.142, -0.120, -0.102, 0.113, 0.155, 0.143, 0.145], "total_charge": 1, "e_lumo_ha": [-0.2381, -0.2670], "s2": 0.77, "homo_energy_ev": [-13.45, -14.64], "multiplicity": 2, "total_energy_ev": -63772.3196, "orbital_gap_ev": [6.965, 7.372]}

***

No. 3
{"formula": "C5H5I2NO", "method": "ωB97M-V/def2-TZVPD", "symbols": ["C", "C", "C", "C", "C", "N", "O", "I", "I", "H", "H", "H", "H", "H"], "xyz": [[0.331, 1.715, 1.410], [1.018, 2.178, 0.308], [0.371, 0.166, -0.042], [-0.537, -2.158, -0.061], [0.188, -1.039, -0.692], [-0.065, 0.458, 1.182], [1.049, 1.206, -0.603], [1.076, -1.294, -2.553], [-2.895, 0.779, -1.671], [0.109, 2.213, 2.331], [1.496, 3.109, 0.081], [-1.214, -2.638, -0.767], [-1.094, -1.777, 0.794], [0.169, -2.918, 0.283]], "atomic_forces_ev_per_a": [[0.524, 0.632, -0.625], [-0.415, 0.383, 1.174], [-0.092, 0.059, 0.500], [-0.075, -0.223, 0.099], [-0.017, 0.318, -0.831], [-0.217, -0.714, -0.115], [0.129, -0.439, -0.583], [-0.114, -0.088, 0.209], [0.223, -0.125, 0.053], [0.010, 0.239, 0.189], [0.084, 0.095, -0.124], [-0.021, 0.010, 0.017], [-0.007, -0.102, -0.003], [-0.009, -0.047, 0.038]], "lowdin_charge": [-0.108, -0.075, -0.521, -0.162, -0.721, 0.134, -0.008, 0.921, 0.075, 0.107, 0.122, 0.071, 0.077, 0.087], "de_lowest_kj_mol": 23.88, "e_lumo_ha": [-0.0443, -0.1121], "homo_energy_ev": [-9.41, -7.56], "total_energy_ev": -25002.7766, "orbital_gap_ev": [8.202, 4.512]}

***

No. 4
{"formula": "C5H5IS2", "method": "ωB97M-V/def2-TZVPD", "symbols": ["C", "C", "C", "C", "C", "S", "S", "I", "H", "H", "H", "H", "H"], "xyz": [[-0.865, -1.072, -0.069], [-0.175, -2.241, 0.329], [-0.125, 0.035, -0.264], [1.633, -0.513, -0.047], [-0.380, 1.462, -0.626], [1.569, -2.117, 0.298], [-1.393, 2.332, 0.754], [3.348, 0.722, -0.241], [-1.894, -0.867, 0.112], [-0.615, -3.118, 0.589], [0.520, 2.180, -0.864], [-1.150, 1.392, -1.433], [-0.473, 1.805, 1.462]], "atomic_forces_ev_per_a": [[1.130, -0.570, 1.512], [1.772, 2.725, -1.335], [7.381, 0.175, 0.012], [-4.509, 2.835, -0.979], [-1.046, 0.828, -0.566], [-1.988, -0.151, 0.233], [-0.116, -0.124, -1.785], [-1.073, -0.860, 0.083], [-0.993, -0.652, -0.290], [-0.970, -2.427, 0.664], [-1.700, -1.972, 0.286], [1.043, 0.578, 0.122], [1.069, -0.384, 2.043]], "lowdin_charge": [-0.201, -0.378, -0.301, -1.035, -0.495, 0.909, 0.664, 0.758, 0.110, 0.014, 0.084, 0.072, -0.200], "de_lowest_kj_mol": 0.00, "e_lumo_ha": [0.0024, 0.0024], "homo_energy_ev": [-7.77, -7.77], "total_energy_ev": -35033.5284, "orbital_gap_ev": [7.840, 7.839]}

***

No. 5
{"formula": "C5H5N", "method": "ωB97M-V/def2-TZVPD", "symbols": ["C", "C", "C", "C", "C", "N", "H", "H", "H", "H", "H"], "xyz": [[-2.344, -0.233, -0.778], [-0.950, -0.149, -0.296], [0.190, -0.005, 0.083], [1.582, 0.188, 0.550], [2.680, -0.142, -0.400], [3.597, 0.051, -1.087], [-2.664, 0.731, -1.199], [-3.041, -0.486, 0.035], [-2.462, -0.992, -1.565], [1.897, 1.236, 0.581], [1.720, -0.257, 1.549]], "atomic_forces_ev_per_a": [[0.014, 0.016, 0.045], [0.608, 0.224, 0.180], [-0.384, -0.056, -0.377], [0.188, -0.082, -0.308], [0.927, 0.399, -0.758], [-1.200, -0.883, 0.792], [0.171, -0.257, 0.139], [0.310, 0.056, -0.179], [0.173, 0.182, 0.251], [-0.968, 0.321, 0.717], [0.161, 0.081, -0.502]], "lowdin_charge": [-0.103, -0.072, -0.036, -0.181, -0.218, 0.130, 0.080, 0.078, 0.079, 0.121, 0.123], "de_lowest_kj_mol": 221.86, "e_lumo_ha": 0.0251, "homo_energy_ev": -10.16, "total_energy_ev": -6753.6085, "orbital_gap_ev": 10.845}

***

No. 6
{"formula": "C5H5N", "method": "ωB97M-V/def2-TZVPD", "symbols": ["C", "C", "C", "N", "C", "C", "H", "H", "H", "H", "H"], "xyz": [[-0.616, -1.096, -0.352], [0.549, -0.677, -0.931], [1.118, 0.560, -0.510], [0.761, 1.209, 0.569], [-0.314, 0.667, 1.210], [-1.148, -0.385, 0.794], [-1.103, -1.995, -0.741], [1.016, -1.211, -1.753], [1.883, 1.036, -1.120], [-0.577, 1.110, 2.169], [-1.569, 0.783, 0.666]], "atomic_forces_ev_per_a": [[-0.004, 0.326, -0.150], [-0.014, 0.121, 0.103], [0.114, -0.057, -0.086], [0.201, -0.259, -0.110], [0.767, -0.052, 0.548], [0.245, 0.606, -0.426], [-0.050, 0.399, 0.150], [-0.075, 0.037, 0.092], [0.086, -0.183, 0.092], [0.068, 0.400, -0.201], [-1.339, -1.337, -0.012]], "lowdin_charge": [-0.096, -0.064, -0.140, 0.069, -0.251, -0.106, 0.096, 0.101, 0.108, 0.108, 0.174], "de_lowest_kj_mol": 363.42, "e_lumo_ha": 0.0028, "homo_energy_ev": -8.57, "total_energy_ev": -6752.1413, "orbital_gap_ev": 8.645}

***

No. 7
{"formula": "C5H5N", "method": "ωB97M-V/def2-TZVPD", "symbols": ["C", "C", "C", "C", "C", "N", "H", "H", "H", "H", "H"], "xyz": [[2.267, 0.055, 0.116], [3.210, 0.885, 0.274], [0.835, -0.173, -0.149], [-1.411, -0.453, 0.319], [-0.382, 0.561, -0.272], [1.461, -1.213, -0.207], [-1.411, -1.312, -0.356], [-2.476, 0.110, 0.256], [-0.984, -0.676, 1.340], [-0.377, 1.542, 0.066], [-0.733, 0.675, -1.386]], "atomic_forces_ev_per_a": [[-0.890, -0.823, -0.404], [0.269, 0.152, 0.158], [1.574, 2.542, -0.399], [-1.466, 2.443, 0.412], [-2.856, -2.219, -3.234], [1.087, -1.362, 0.176], [-0.154, -0.046, 0.497], [2.362, -1.739, 0.714], [-1.427, -0.152, -0.883], [0.252, 1.491, 1.270], [1.250, -0.286, 1.693]], "lowdin_charge": [-0.341, 0.105, -0.331, -0.091, -0.176, 0.276, 0.072, 0.129, 0.095, 0.094, 0.169], "de_lowest_kj_mol": 638.89, "e_lumo_ha": -0.0087, "homo_energy_ev": -9.48, "total_energy_ev": -6749.2862, "orbital_gap_ev": 9.239}

***

No. 8
{"formula": "C5H5N", "method": "ωB97M-V/def2-TZVPD", "symbols": ["C", "C", "C", "C", "C", "H", "H", "H", "H", "H", "N"], "xyz": [[0.902, -1.447, -0.267], [0.404, -0.056, 0.366], [-1.045, -0.168, 0.560], [-2.112, -0.843, 0.744], [0.659, 1.095, -0.491], [0.600, -1.381, -1.319], [0.586, -2.350, 0.304], [2.064, -1.395, -0.270], [0.948, 0.087, 1.239], [-3.024, -1.387, 1.173], [0.854, 2.135, -0.944]], "atomic_forces_ev_per_a": [[2.107, 1.505, 0.025], [-0.964, -1.851, -2.327], [-5.317, -4.310, 1.539], [3.298, 2.362, 0.406], [0.620, 1.100, 0.048], [-0.136, -0.746, 0.354], [-0.065, 0.969, -0.576], [-1.892, -0.233, 0.019], [0.624, 0.428, 1.927], [1.791, 1.381, -1.208], [-0.067, -0.603, -0.207]], "lowdin_charge": [-0.046, -0.371, -0.106, 0.121, -0.212, 0.078, 0.088, 0.104, 0.116, 0.066, 0.163], "de_lowest_kj_mol": 306.73, "e_lumo_ha": 0.0251, "homo_energy_ev": -10.35, "total_energy_ev": -6752.7289, "orbital_gap_ev": 11.032}